# 1
Molecular formula: C3H4F2O
Method: DFT, the ωB97M-V functional and the def2-TZVPD basis

Geometry (Å):
C -0.206 0.368 -0.910
C 2.817 -0.408 -0.550
C -0.076 -0.815 -0.307
O -0.432 -1.138 0.972
F 3.337 0.823 -0.412
F 3.032 -0.879 0.688
H -0.607 1.039 -0.149
H 0.236 -1.697 -0.861
H 0.318 0.776 -1.771
H -0.758 -0.367 1.543

Values from the calculation:
net charge	0
energy	-10654.60251	eV
ΔE to the lowest compared entry with this formula, charge and spin	77.41	kcal/mol
F_max	0.0534	hartree/bohr

# 2
Molecular formula: C5H14OS
Method: DFT, the ωB97M-V functional and the def2-TZVPD basis

Geometry (Å):
C 0.858 -0.282 2.808
C 1.276 0.922 1.918
C 0.188 1.612 0.986
C -0.628 0.627 0.060
S 0.383 -0.542 -0.783
C 1.652 0.499 -1.569
H -0.009 -0.231 3.564
H 0.871 -1.218 2.275
H 1.700 -0.437 3.528
H 2.127 0.578 1.280
H 1.610 1.706 2.468
H 0.662 2.184 0.206
H -0.361 2.275 1.731
H -1.333 0.078 0.699
H -1.306 1.093 -0.629
H 2.487 -0.069 -1.788
H 2.061 1.141 -0.723
H 1.192 0.809 -2.535
O -3.496 -1.994 -2.337
H -4.394 -2.229 -2.434
H -3.552 -1.334 -1.628

Values from the calculation:
net charge	0
energy	-18293.42640	eV
ΔE to the lowest compared entry with this formula, charge and spin	30.57	kcal/mol
F_max	0.0772	hartree/bohr
structure (SMILES)	CCCCSC.O

# 3
Molecular formula: C11H23EuN3O6
Method: DFT, the ωB97M-V functional and the def2-TZVPD basis

Geometry (Å):
O -2.189 -0.589 -0.118
H -3.019 -0.185 0.924
Eu 0.098 0.028 -1.519
N -0.158 2.519 -1.323
N 1.263 1.197 0.310
O -1.263 3.130 -2.036
O 2.032 0.450 1.209
C 0.366 3.252 -0.338
C 1.200 2.510 0.571
C 0.095 4.702 -0.124
C 1.861 3.161 1.737
H -0.627 5.090 -0.851
H 1.031 5.276 -0.213
H -0.309 4.874 0.884
H 2.469 2.434 2.280
H 1.104 3.572 2.421
H 2.498 3.995 1.412
H -0.854 3.879 -2.512
H 1.780 -0.512 1.024
O 1.629 0.265 -3.462
H 1.938 -0.667 -3.278
H 2.405 0.832 -3.607
C -3.940 -0.651 1.357
H -4.647 -0.858 0.549
H -4.426 -0.013 2.100
H -3.671 -1.599 1.834
O -1.898 0.447 -2.389
H -2.330 0.073 -1.524
H -2.012 1.429 -2.391
O 1.316 -1.835 -2.073
C 1.972 -2.810 -1.329
C 1.266 -3.095 -0.016
C 0.736 -4.363 0.232
C 0.019 -4.575 1.407
C -0.125 -3.505 2.299
C 0.452 -2.275 1.982
N 1.119 -2.076 0.826
H -2.376 -1.535 -0.243
H 1.966 -3.750 -1.903
H 3.019 -2.520 -1.113
H 0.904 -5.136 -0.516
H -0.412 -5.550 1.628
H -0.666 -3.601 3.237
H 0.382 -1.418 2.657

Values from the calculation:
net charge	+1
energy	-47852.05746	eV
ΔE to the lowest compared entry with this formula, charge and spin	96.07	kcal/mol
spin multiplicity	7
F_max	0.0691	hartree/bohr

# 4
Molecular formula: C22H26PdSi
Method: DFT, the ωB97M-V functional and the def2-TZVPD basis

Geometry (Å):
Pd 0.270 0.385 0.151
C 2.504 0.394 0.167
C 2.033 -0.456 1.227
C 1.308 0.378 2.089
C 1.374 1.809 1.568
C 2.120 1.796 0.412
C 2.499 2.961 -0.439
C 0.769 2.975 2.254
C 0.676 0.015 3.376
C 2.364 -1.901 1.438
C 3.324 -0.019 -0.988
H 3.442 3.394 -0.097
H 1.740 3.740 -0.392
H 2.626 2.679 -1.483
H 1.480 3.373 2.986
H -0.138 2.710 2.794
H 0.543 3.773 1.548
H 1.376 0.273 4.181
H 0.474 -1.052 3.446
H -0.234 0.582 3.562
H 3.032 -2.007 2.295
H 2.868 -2.325 0.574
H 1.474 -2.497 1.632
H 4.339 0.360 -0.812
H 2.990 0.458 -1.911
H 3.382 -1.096 -1.118
C -2.192 -4.871 -2.260
C -2.847 -4.691 -1.049
C -2.630 -3.536 -0.314
C -1.768 -2.549 -0.806
C -1.108 -2.743 -2.025
C -1.320 -3.902 -2.748
Si -1.642 -1.028 0.179
C -1.848 0.721 -0.460
C -1.179 1.125 -1.658
C -1.380 2.392 -2.186
C -2.253 3.266 -1.550
C -2.882 2.913 -0.358
C -2.646 1.674 0.205
H -2.356 -5.776 -2.828
H -3.520 -5.450 -0.676
H -3.134 -3.409 0.638
H -0.426 -1.994 -2.412
H -0.810 -4.057 -3.689
H -2.130 -1.144 1.566
H -0.579 0.407 -2.221
H -0.879 2.686 -3.098
H -2.441 4.242 -1.980
H -3.553 3.611 0.123
H -3.115 1.411 1.146

Values from the calculation:
net charge	+2
energy	-34577.43439	eV
F_max	0.0120	hartree/bohr

# 5
Molecular formula: C25H49BrCl2FIKMgN4NaO8
Method: DFT, the ωB97M-V functional and the def2-TZVPD basis

Geometry (Å):
C 1.197 4.881 -0.571
O 0.502 4.626 -1.783
C -0.838 4.235 -1.559
C -1.093 2.853 -2.134
C -0.865 2.839 -3.635
C -1.100 1.453 -4.271
C 0.166 0.737 -4.756
C 1.045 0.120 -3.656
I 2.375 1.547 -2.749
C 1.903 -0.963 -4.328
N 2.877 -1.438 -3.341
C 2.233 -2.096 -2.202
C 0.927 -1.450 -1.700
O 1.200 -0.754 -0.501
C 0.555 -1.281 0.581
O 0.782 -2.400 0.932
C -0.388 -0.441 1.336
C -0.423 -0.553 2.712
C -1.282 0.269 3.428
C -2.118 1.199 2.795
C -2.138 1.270 1.430
C -1.270 0.478 0.648
N 0.198 -0.625 -2.691
H 1.048 4.057 0.130
H 2.251 4.981 -0.802
H 0.843 5.798 -0.098
H -1.067 4.288 -0.495
H -1.489 4.947 -2.069
H -0.376 2.192 -1.626
H -2.110 2.525 -1.916
H -1.507 3.553 -4.128
H 0.152 3.139 -3.877
H -1.663 0.833 -3.566
H -1.749 1.561 -5.132
H 0.775 1.397 -5.365
H -0.124 -0.122 -5.393
H 2.363 -0.565 -5.224
H 1.233 -1.796 -4.589
H 3.437 -2.150 -3.797
H 2.960 -2.020 -1.347
H 2.087 -3.194 -2.395
H 0.256 -2.267 -1.440
H 0.219 -1.266 3.200
H -1.265 0.193 4.505
H -2.714 1.838 3.422
H -2.778 1.996 0.958
H -1.286 0.570 -0.420
H -0.324 0.079 -2.155
H -0.545 -1.195 -3.189
C -3.337 -0.587 -6.999
O -3.179 -0.525 -5.555
H -2.372 -0.393 -7.465
H -3.689 -1.578 -7.295
H -4.050 0.165 -7.326
H -4.048 -0.695 -5.163
C 0.004 -5.766 -1.324
Cl 0.128 -4.804 -2.827
Cl -1.335 -6.898 -1.369
H 0.926 -6.323 -1.190
H -0.151 -5.083 -0.493
N -4.323 -9.314 -1.973
O -3.388 -8.761 -1.306
O -4.018 -10.182 -2.837
O -5.484 -8.977 -1.805
Na -3.080 -8.288 -3.397
O -3.587 4.070 -3.445
H -3.284 4.948 -3.704
H -4.056 4.228 -2.619
Br -2.046 -1.913 0.303
K 3.342 -3.418 -0.571
F -0.313 2.182 1.074
C 2.512 3.320 5.350
C 2.391 2.557 6.661
N 1.503 1.410 6.582
C 1.170 0.846 7.884
C 2.300 0.225 8.712
C 1.808 0.453 5.543
C 3.193 -0.210 5.543
H 1.530 3.625 4.983
H 3.111 4.217 5.500
H 3.003 2.730 4.574
H 1.993 3.244 7.410
H 3.400 2.279 7.001
H 0.378 0.103 7.752
H 0.714 1.642 8.478
H 2.603 -0.748 8.325
H 1.957 0.066 9.735
H 3.179 0.868 8.761
H 1.673 0.953 4.577
H 1.042 -0.332 5.555
H 3.993 0.505 5.731
H 3.384 -0.662 4.564
H 3.264 -1.009 6.278
Mg -1.832 -2.050 -5.390

Values from the calculation:
net charge	+2
energy	-181127.00259	eV
F_max	0.1354	hartree/bohr

# 6
Molecular formula: C39H34ClN3SSi2Ti
Method: DFT, the ωB97M-V functional and the def2-TZVPD basis

Geometry (Å):
C 1.010 -0.611 -0.082
C 0.460 -0.479 -1.397
C 0.775 0.842 -1.856
H -0.060 -1.245 -1.963
C 1.492 1.520 -0.818
C 1.637 0.616 0.271
H 2.210 0.801 1.180
H 1.065 -1.539 0.475
H 0.583 1.232 -2.843
H 1.922 2.514 -0.892
Ti -0.640 1.005 -0.152
Si -3.180 2.386 -2.029
C -3.556 0.867 -3.065
C -4.912 0.596 -3.238
H -5.651 1.211 -2.726
C -5.320 -0.400 -4.127
H -6.383 -0.538 -4.320
C -4.375 -1.203 -4.773
H -4.697 -1.962 -5.487
C -3.018 -1.026 -4.488
H -2.276 -1.680 -4.944
C -2.605 0.018 -3.652
H -1.540 0.212 -3.510
C -0.585 2.992 -4.110
C 0.035 2.244 -5.121
H -0.497 1.447 -5.628
C 1.334 2.632 -5.467
H 1.789 2.228 -6.361
C 2.048 3.545 -4.683
H 3.034 3.907 -4.990
C 1.506 3.978 -3.470
H 2.067 4.623 -2.791
C 0.197 3.647 -3.143
H -0.253 3.965 -2.200
H -1.658 2.172 -1.632
Si -2.257 3.765 -4.116
C -1.800 5.494 -4.853
C -1.854 5.752 -6.236
H -2.531 5.191 -6.880
C -1.013 6.718 -6.810
H -1.043 6.896 -7.886
C -0.148 7.472 -6.015
H 0.560 8.175 -6.462
C -0.233 7.347 -4.622
H 0.389 7.975 -3.982
C -1.118 6.426 -4.047
H -1.244 6.408 -2.960
C -3.463 3.142 -5.408
C -3.160 2.325 -6.496
H -2.131 2.060 -6.711
C -4.188 1.835 -7.307
H -3.958 1.144 -8.116
C -5.510 2.212 -7.078
H -6.310 1.843 -7.720
C -5.817 3.060 -6.011
H -6.850 3.342 -5.802
C -4.795 3.529 -5.190
H -5.039 4.175 -4.347
H -4.146 2.859 -1.021
Cl -3.076 0.627 -0.167
N -1.171 -0.040 3.826
C -1.329 -1.385 3.451
C -1.376 -2.563 4.183
C -1.323 -3.766 3.461
C -1.274 -3.786 2.053
C -1.230 -2.590 1.331
C -1.189 -1.409 2.062
N -0.918 -0.110 1.647
C -0.955 0.712 2.715
C -0.595 2.103 2.553
C -0.239 3.031 3.511
S 0.688 4.330 2.797
C 0.426 3.655 1.229
N -0.303 2.510 1.235
H -1.237 0.338 4.764
H -1.433 -2.503 5.267
H -1.321 -4.712 4.001
H -1.260 -4.742 1.533
H -1.242 -2.552 0.236
H -0.459 2.915 4.565
H 0.848 4.067 0.311

Values from the calculation:
net charge	0
energy	-107692.88127	eV
ΔE to the lowest compared entry with this formula, charge and spin	0.98	kcal/mol
spin multiplicity	3
F_max	0.0540	hartree/bohr

# 7
Molecular formula: C46H99BrN3
Method: DFT, the ωB97M-V functional and the def2-TZVPD basis

Geometry (Å):
C 1.685 -2.656 1.380
C 0.453 -2.220 0.485
C -0.815 -1.964 1.408
C -2.116 -1.814 0.531
C -2.265 -0.333 -0.001
C -2.756 -0.228 -1.502
C -1.627 -0.476 -2.564
C -0.458 0.608 -2.520
C -1.080 1.987 -2.955
C -0.435 3.260 -2.262
C -0.200 3.138 -0.723
N -0.987 3.375 0.381
C -2.380 3.892 0.380
N -3.211 3.430 -0.734
C -4.507 2.866 -0.213
C -0.175 3.022 1.491
C -0.551 3.100 3.006
C 0.824 2.978 3.805
C -1.390 1.791 3.379
C -2.937 2.083 3.603
C 1.099 2.594 1.020
N 1.047 2.656 -0.398
C 2.170 2.286 -1.259
Br 3.216 3.973 -1.550
C 3.082 1.135 -0.689
C 4.058 0.665 -1.846
H 1.814 -3.767 1.327
H 2.603 -2.099 1.053
H 1.478 -2.359 2.444
H 0.158 -2.980 -0.283
H 0.685 -1.229 -0.004
H -0.933 -2.861 2.083
H -0.693 -1.056 2.053
H -2.991 -2.010 1.221
H -2.200 -2.572 -0.289
H -1.351 0.306 0.155
H -3.079 0.150 0.621
H -3.533 -1.034 -1.673
H -3.299 0.745 -1.607
H -1.204 -1.522 -2.504
H -2.072 -0.389 -3.602
H -0.060 0.579 -1.473
H 0.375 0.263 -3.201
H -0.872 2.093 -4.062
H -2.189 2.061 -2.847
H 0.498 3.604 -2.792
H -1.167 4.110 -2.406
H -2.838 3.542 1.350
H -2.334 5.016 0.475
H -3.514 4.294 -1.203
H -5.329 3.028 -0.969
H -4.861 3.404 0.718
H -4.448 1.768 -0.013
H -1.104 4.039 3.266
H 0.683 3.092 4.910
H 1.287 1.959 3.656
H 1.561 3.736 3.411
H -0.949 1.306 4.287
H -1.257 1.071 2.527
H -3.042 3.088 4.091
H -3.350 1.296 4.293
H -3.519 2.062 2.638
H 1.994 2.266 1.580
H 1.855 1.978 -2.293
H 3.669 1.574 0.167
H 2.414 0.289 -0.379
H 3.503 0.075 -2.630
H 4.841 0.023 -1.372
H 4.482 1.562 -2.375
C -2.336 -5.433 0.273
C -3.139 -5.301 -1.016
C -4.646 -5.195 -0.779
C -5.289 -6.413 -0.112
C -5.094 -7.738 -0.850
C -5.722 -7.752 -2.239
H -2.590 -6.345 0.816
H -1.266 -5.470 0.048
H -2.513 -4.579 0.931
H -2.913 -6.142 -1.677
H -2.808 -4.398 -1.541
H -5.139 -5.002 -1.737
H -4.847 -4.314 -0.157
H -6.361 -6.222 -0.004
H -4.900 -6.518 0.906
H -5.549 -8.535 -0.254
H -4.030 -7.982 -0.925
H -6.795 -7.555 -2.182
H -5.584 -8.730 -2.705
H -5.268 -7.007 -2.895
C 6.770 4.311 0.062
C 7.051 2.921 -0.496
C 8.445 2.400 -0.148
C 9.607 3.221 -0.710
C 9.612 3.388 -2.230
C 9.747 2.068 -2.980
H 7.450 5.058 -0.352
H 5.751 4.618 -0.188
H 6.868 4.321 1.150
H 6.903 2.924 -1.580
H 6.309 2.226 -0.085
H 8.529 1.365 -0.495
H 8.547 2.358 0.942
H 10.545 2.748 -0.402
H 9.608 4.214 -0.249
H 10.453 4.031 -2.504
H 8.708 3.908 -2.562
H 10.667 1.552 -2.697
H 9.781 2.248 -4.057
H 8.904 1.403 -2.783
C 3.909 -5.167 8.006
C 3.801 -3.648 7.967
C 2.700 -3.144 7.034
C 2.883 -3.500 5.557
C 4.189 -3.018 4.924
C 4.330 -1.501 4.917
H 4.170 -5.580 7.029
H 4.685 -5.473 8.711
H 2.966 -5.616 8.328
H 4.767 -3.218 7.686
H 3.588 -3.289 8.978
H 2.622 -2.056 7.139
H 1.738 -3.547 7.370
H 2.040 -3.081 4.994
H 2.814 -4.585 5.433
H 4.225 -3.375 3.890
H 5.049 -3.464 5.432
H 3.502 -1.037 4.373
H 5.261 -1.213 4.423
H 4.351 -1.093 5.928
C -6.617 4.890 -4.507
C -7.127 3.661 -5.250
C -6.912 2.358 -4.481
C -5.450 1.997 -4.209
C -4.557 1.878 -5.434
C -4.979 0.775 -6.397
H -5.537 4.845 -4.344
H -6.825 5.794 -5.083
H -7.108 4.989 -3.535
H -6.656 3.607 -6.236
H -8.199 3.784 -5.429
H -7.391 1.542 -5.031
H -7.437 2.421 -3.522
H -5.426 1.046 -3.663
H -5.007 2.740 -3.535
H -3.538 1.669 -5.091
H -4.512 2.831 -5.971
H -4.988 -0.196 -5.896
H -4.278 0.715 -7.233
H -5.972 0.959 -6.811

Values from the calculation:
net charge	+1
energy	-123814.83918	eV
F_max	0.0688	hartree/bohr

# 8
Molecular formula: C20H23N3O4S
Method: DFT, the ωB97M-V functional and the def2-TZVPD basis

Geometry (Å):
C -2.030 -3.382 0.736
C -2.532 -2.176 -0.059
C -3.122 -1.110 0.889
O -3.510 -1.378 2.003
N -3.192 0.122 0.349
C -3.749 1.256 1.066
C -5.019 1.722 0.437
C -6.322 1.404 0.683
C -7.092 2.128 -0.261
C -6.199 2.826 -1.012
O -4.943 2.586 -0.602
N -1.498 -1.629 -0.901
C -1.407 -1.794 -2.258
C -0.282 -1.201 -2.739
C 0.389 -0.628 -1.623
C 1.564 0.105 -1.470
C 1.902 0.517 -0.205
S 3.414 1.447 -0.012
O 3.561 1.827 1.368
O 3.466 2.485 -1.000
N 4.536 0.264 -0.473
C 4.812 -0.663 0.607
C 5.985 -0.062 1.406
C 6.599 0.987 0.463
C 5.825 0.814 -0.852
C 1.124 0.230 0.916
C -0.042 -0.494 0.795
C -0.404 -0.924 -0.479
H -1.795 -4.206 0.068
H -2.799 -3.691 1.439
H -1.137 -3.117 1.296
H -3.355 -2.496 -0.711
H -2.874 0.285 -0.593
H -3.017 2.069 1.074
H -3.943 0.915 2.085
H -6.684 0.742 1.443
H -8.158 2.126 -0.361
H -6.326 3.503 -1.833
H -2.172 -2.332 -2.786
H 0.040 -1.167 -3.760
H 2.196 0.362 -2.304
H 5.085 -1.625 0.164
H 3.912 -0.791 1.206
H 5.611 0.413 2.310
H 6.702 -0.833 1.684
H 6.429 1.989 0.856
H 7.669 0.843 0.320
H 6.317 0.095 -1.513
H 5.660 1.747 -1.387
H 1.458 0.601 1.872
H -0.652 -0.711 1.659

Values from the calculation:
net charge	0
energy	-44608.61427	eV
ΔE to the lowest compared entry with this formula, charge and spin	36.97	kcal/mol
F_max	0.0229	hartree/bohr
structure (SMILES)	C[C@@H](C(=O)NCc1ccco1)n1ccc2cc(S(=O)(=O)N3CCCC3)ccc21

- What is the net charge in the first record?
  0

- net charge of number 4 (C22H26PdSi)?
  +2